Record 1
Formula: C31H75Cl4N5
Source: the OMol25 dataset
Level of theory: ωB97M-V with the def2-TZVPD basis set

Calculated values
Total charge   0
Structure (SMILES)   ClC(Cl)(Cl)Cl.CCN(CC)CC.CCN(CC)CC.CCN(CC)CC.CCN(CC)CC.CCN(CC)CC
E_LUMO   -0.0032 hartree
Energy relative to the best compared isomer or geometry (same formula, charge and spin)   0.375 eV

Element x y z (Å)
Cl (-2.448, -1.112, 1.471)
Cl (0.374, -0.607, 2.014)
Cl (-1.022, 1.039, 0.004)
Cl (-0.350, -1.792, -0.523)
N (4.412, 5.617, 0.432)
N (7.943, -0.582, -1.543)
N (-6.986, -1.999, -6.048)
N (-10.012, 1.208, 1.592)
N (5.377, -5.474, 4.134)
C (-11.760, 0.209, 0.199)
C (4.300, 3.908, 2.221)
C (7.539, 0.727, -2.070)
C (5.856, -4.146, 3.950)
C (-9.550, -1.413, -5.937)
C (6.884, -1.588, -1.632)
C (-8.274, -2.062, -5.264)
C (-5.880, -2.628, -5.326)
C (-5.369, -1.883, -4.071)
C (-10.574, 3.103, 3.090)
C (5.084, -3.109, 4.821)
C (3.397, 6.588, 1.004)
C (-10.522, -0.039, 0.969)
C (8.456, -0.586, -0.136)
C (6.812, -6.086, 6.094)
C (2.129, 6.870, 0.137)
C (5.162, 4.980, 1.512)
C (-7.696, 1.653, 1.334)
C (-6.677, -0.651, -6.517)
C (-11.018, 1.735, 2.549)
C (5.310, 6.195, -0.643)
C (5.365, -5.962, 5.519)
C (5.511, -1.148, -0.987)
C (7.458, 0.741, -3.637)
C (-0.901, -0.599, 0.749)
C (9.844, -0.038, 0.059)
C (4.136, -5.585, 3.353)
C (3.389, -6.839, 3.597)
C (-5.515, -0.796, -7.500)
C (6.219, 7.294, -0.201)
C (-8.697, 0.841, 2.137)
H (-8.260, -1.686, -4.241)
H (6.024, 4.523, 1.027)
H (-5.305, 0.171, -7.956)
H (-4.718, -2.548, -3.503)
H (5.940, 5.371, -0.979)
H (-9.648, 2.922, 3.636)
H (8.583, -1.631, 0.148)
H (-5.708, -1.370, -8.406)
H (5.388, -3.224, 5.862)
H (-12.016, 1.861, 2.129)
H (-5.066, -2.779, -6.035)
H (5.142, -0.268, -1.514)
H (3.490, -4.710, 3.431)
H (6.952, 7.634, -0.932)
H (-8.606, -3.100, -5.262)
H (7.375, -6.711, 5.400)
H (9.846, 1.050, -0.006)
H (-6.702, 1.518, 1.761)
H (-11.784, -0.421, -0.691)
H (-10.800, -0.826, 1.669)
H (-12.723, 0.001, 0.667)
H (2.763, -7.034, 2.726)
H (-9.440, -0.337, -5.806)
H (6.694, 0.013, -3.909)
H (5.680, 8.213, 0.030)
H (7.699, -0.209, 0.552)
H (8.327, 0.323, -4.145)
H (-9.546, -1.775, -6.965)
H (3.836, 7.536, 1.317)
H (4.697, -5.379, 6.153)
H (3.846, 3.261, 1.471)
H (7.176, -2.518, -1.146)
H (-6.394, -0.018, -5.676)
H (3.447, 4.419, 2.667)
H (7.169, 1.687, -4.096)
H (6.904, -4.020, 4.222)
H (-10.469, -1.725, -5.440)
H (-5.988, -1.515, -3.253)
H (7.332, -5.133, 6.192)
H (-8.423, -0.207, 2.023)
H (1.468, 6.006, 0.072)
H (6.725, -6.534, 7.084)
H (8.303, 1.393, -1.668)
H (-4.776, -1.014, -4.359)
H (4.816, -1.987, -0.995)
H (4.758, 6.473, -1.541)
H (-7.626, 1.449, 0.265)
H (2.701, -6.722, 4.435)
H (6.605, 1.125, -1.673)
H (-11.860, 1.219, -0.197)
H (6.842, 7.022, 0.651)
H (-7.533, -0.084, -6.881)
H (5.712, -3.860, 2.908)
H (-11.273, 3.555, 3.793)
H (-9.837, -0.518, 0.269)
H (5.478, 5.787, 2.174)
H (-8.587, 1.091, 3.192)
H (5.640, -0.843, 0.052)
H (6.740, -1.866, -2.676)
H (-4.574, -1.103, -7.043)
H (3.074, 6.180, 1.961)
H (4.021, -7.698, 3.819)
H (10.500, -0.364, -0.749)
H (5.475, -2.129, 4.546)
H (-11.187, 1.035, 3.367)
H (4.922, -6.956, 5.566)
H (4.401, -5.579, 2.296)
H (10.283, -0.391, 0.992)
H (-10.540, 3.771, 2.230)
H (1.657, 7.661, 0.719)
H (4.860, 3.349, 2.971)
H (-7.875, 2.718, 1.481)
H (-6.096, -3.663, -5.062)
H (2.357, 7.131, -0.896)
H (4.000, -3.000, 4.868)

Record 2
Formula: C31H76Cl3O20P5
Source: the OMol25 dataset
Level of theory: ωB97M-V with the def2-TZVPD basis set

Calculated values
Total charge   0
Structure (SMILES)   CCOP(=O)(OCC)OCC.CCOP(=O)(OCC)OCC.CCOP(=O)(OCC)OCC.CCOP(=O)(OCC)OCC.CCOP(=O)(OCC)OCC.ClC(Cl)Cl
E_LUMO   0.0163 hartree
Energy relative to the best compared isomer or geometry (same formula, charge and spin)   0.000 eV

Element x y z (Å)
Cl (-2.496, 1.080, 0.024)
Cl (-3.536, -1.409, 1.119)
Cl (-0.934, -0.550, 1.912)
P (3.853, 3.222, 3.979)
P (-3.138, 3.591, 4.624)
P (-5.315, -3.341, -4.448)
P (4.944, -1.873, 1.193)
P (0.599, -1.588, -6.317)
O (-6.854, -3.297, -4.094)
O (3.771, -0.837, 0.939)
O (-4.442, 3.295, 5.444)
O (4.881, 2.282, 3.240)
O (0.503, -0.920, -4.881)
O (-4.913, -1.813, -4.499)
O (2.584, 2.291, 4.063)
O (-4.776, -3.882, -3.068)
O (-4.967, -4.105, -5.645)
O (3.560, 4.546, 3.465)
O (4.526, 3.215, 5.419)
O (5.899, -1.711, -0.024)
O (-3.464, 4.955, 3.911)
O (2.118, -1.963, -6.337)
O (0.089, -0.756, -7.403)
O (4.489, -3.233, 1.433)
O (-2.108, 4.125, 5.684)
O (-0.122, -2.975, -6.063)
O (5.783, -1.263, 2.390)
O (-2.660, 2.472, 3.799)
C (4.051, 4.072, 6.510)
C (-3.700, 5.091, 2.502)
C (-2.539, 0.023, 1.430)
C (-4.152, -1.125, -3.497)
C (2.764, -2.772, -8.563)
C (-0.816, -0.101, -3.024)
C (-0.811, 4.472, 5.140)
C (-8.182, -3.643, -6.143)
C (-1.109, -3.471, -6.999)
C (-0.830, -0.583, -4.457)
C (-4.128, 3.893, 1.694)
C (-0.578, -4.727, -7.639)
C (5.979, 2.741, 2.458)
C (-3.472, -4.488, -2.972)
C (2.978, -1.763, -7.465)
C (-4.595, 1.969, 6.040)
C (5.859, -0.609, -0.973)
C (-7.794, -2.712, -4.993)
C (-2.869, -4.206, -1.603)
C (2.773, 0.856, 3.950)
C (-5.024, -0.490, -2.441)
C (6.001, 0.752, -0.316)
C (2.385, -1.226, 1.141)
C (1.524, 0.185, 4.449)
C (3.969, 3.236, 7.765)
C (5.790, -2.835, 4.281)
C (1.790, -1.567, -0.218)
C (-5.394, 1.055, 5.147)
C (5.591, 3.547, 1.246)
C (-0.777, 5.922, 4.741)
C (5.335, -1.505, 3.719)
H (-2.996, 0.515, 2.279)
H (-0.119, -5.332, -6.856)
H (0.176, -4.449, -8.379)
H (-1.226, 0.268, -5.028)
H (6.864, -2.873, 4.084)
H (1.967, -2.507, -9.267)
H (-2.017, -3.678, -6.427)
H (4.014, -1.810, -7.125)
H (3.111, 2.573, 7.808)
H (0.232, 6.258, 4.520)
H (-3.342, -4.861, -0.866)
H (-1.849, -4.603, -1.593)
H (-2.758, 5.468, 2.075)
H (6.661, -0.794, -1.681)
H (1.419, 0.425, 5.514)
H (-3.618, 1.591, 6.351)
H (-4.877, 4.246, 0.982)
H (-2.785, -4.215, -3.779)
H (-1.294, -5.368, -8.150)
H (5.236, 4.540, 1.504)
H (-0.428, 3.740, 4.428)
H (5.370, -3.684, 3.741)
H (-6.044, 1.707, 4.551)
H (-0.122, 4.322, 5.981)
H (3.725, 3.943, 8.574)
H (4.968, 2.853, 7.951)
H (-3.474, -1.841, -3.030)
H (-7.362, -3.732, -6.845)
H (6.420, 3.679, 0.542)
H (-0.748, -0.904, -2.282)
H (0.776, -1.204, -0.405)
H (-3.535, -0.382, -3.994)
H (1.884, -0.344, 1.537)
H (-1.370, 6.181, 3.864)
H (-1.156, 6.544, 5.554)
H (6.713, 0.727, 0.512)
H (6.646, 1.903, 2.265)
H (-2.929, -3.166, -1.300)
H (2.590, -3.786, -8.217)
H (-4.307, 5.988, 2.370)
H (-4.643, 3.101, 2.238)
H (5.548, -2.935, 5.335)
H (-1.703, 0.472, -2.744)
H (4.862, 3.024, 0.617)
H (5.864, -0.749, 4.304)
H (2.257, -2.066, 1.821)
H (4.265, -1.330, 3.861)
H (1.721, -2.643, -0.412)
H (-1.496, -1.436, -4.615)
H (2.368, -1.186, -1.063)
H (-3.284, 3.393, 1.233)
H (-9.070, -3.235, -6.630)
H (6.617, 3.405, 3.063)
H (0.634, 0.595, 3.974)
H (-8.463, -4.612, -5.725)
H (-5.133, 2.165, 6.970)
H (4.898, -0.699, -1.486)
H (3.619, 0.580, 4.579)
H (-5.281, -1.137, -1.604)
H (-4.465, 0.367, -2.046)
H (1.552, -0.904, 4.429)
H (-8.634, -2.273, -4.462)
H (-5.945, -0.020, -2.791)
H (-1.366, -2.718, -7.744)
H (-7.305, -1.845, -5.466)
H (-0.006, 0.605, -2.826)
H (-5.985, 0.325, 5.687)
H (2.987, 0.705, 2.895)
H (3.626, -2.703, -9.239)
H (4.738, 4.913, 6.537)
H (-4.791, 0.599, 4.358)
H (-3.606, -5.570, -3.064)
H (5.063, 1.095, 0.125)
H (2.905, -0.735, -7.835)
H (6.272, 1.539, -1.021)
H (3.069, 4.426, 6.213)

Record 3
Formula: C31H76N3O10
Source: the OMol25 dataset
Level of theory: ωB97M-V with the def2-TZVPD basis set

Calculated values
Total charge   +1
E_LUMO   -0.1107 hartree

Element x y z (Å)
O (-3.150, -0.319, -1.850)
O (-4.022, -3.077, -2.184)
O (0.891, 6.304, -5.044)
O (-0.681, -4.144, 5.571)
O (2.875, 0.127, 3.501)
O (-3.130, -2.415, 2.034)
O (1.744, -4.673, 6.158)
O (-1.590, 3.292, -4.486)
O (-1.558, -4.847, -1.396)
O (-1.005, 4.963, 2.139)
N (1.098, 1.822, -1.106)
N (-0.598, 2.823, 0.117)
N (1.524, 2.554, 1.100)
C (2.992, -4.914, 5.514)
C (0.801, -4.906, -2.089)
C (-4.131, -0.739, -2.793)
C (-2.224, 4.559, -4.722)
C (-1.141, 0.846, -1.310)
C (0.383, -1.155, -0.862)
C (-0.630, 5.908, 3.151)
C (2.971, -0.649, 2.309)
C (-0.373, 7.280, 2.563)
C (2.246, 6.750, -5.083)
C (-2.591, -3.647, 2.529)
C (0.678, 2.405, 0.018)
C (-1.677, 1.880, -0.314)
C (3.626, -1.994, 2.547)
C (-0.251, -5.223, -1.006)
C (-0.090, -5.370, 6.014)
C (-3.348, 4.447, -5.731)
C (-3.329, -3.281, -0.957)
C (-0.957, -6.060, 7.049)
C (2.369, 2.395, -1.669)
C (-4.847, -1.941, -2.234)
C (-2.219, 0.585, -2.375)
C (2.113, 3.225, -2.917)
C (-0.716, -0.425, -0.605)
C (-3.504, -4.306, 3.539)
C (3.408, 1.279, -1.897)
C (0.010, 1.559, -2.060)
C (3.168, 0.363, -3.094)
C (3.068, 5.970, -6.090)
C (4.001, -3.815, 5.795)
C (-1.838, -3.477, -1.199)
H (-1.613, -3.457, 2.981)
H (0.340, 0.905, -2.860)
H (-1.088, -5.425, 7.928)
H (-3.484, -2.475, -0.243)
H (-2.604, 4.898, -3.759)
H (-0.107, 7.993, 3.343)
H (-0.281, -6.296, -0.832)
H (-3.826, 5.413, -5.889)
H (-3.652, -3.653, 4.401)
H (3.019, 0.899, -4.031)
H (1.367, -5.803, -2.337)
H (0.443, 7.245, 1.837)
H (-0.433, 2.482, -2.443)
H (2.212, 7.805, -5.347)
H (1.393, -3.839, 5.831)
H (-5.670, -2.174, -2.917)
H (3.351, -5.869, 5.891)
H (1.511, 1.846, 1.818)
H (1.948, -0.781, 1.953)
H (1.366, 4.003, -2.726)
H (0.921, -1.600, -0.029)
H (-1.455, 5.938, 3.860)
H (0.905, -5.163, 6.418)
H (3.526, -0.074, 1.558)
H (0.013, -4.716, -0.071)
H (-1.236, 2.983, -5.326)
H (-0.779, -3.575, 6.340)
H (2.685, 6.666, -4.082)
H (-1.294, -3.078, -0.334)
H (-3.251, -1.828, 2.787)
H (4.055, -0.254, -3.241)
H (-2.178, 1.430, 0.541)
H (2.633, 6.059, -7.085)
H (0.257, 5.541, 3.676)
H (-2.971, 4.088, -6.691)
H (0.284, -4.561, -2.983)
H (-2.689, 1.522, -2.699)
H (-1.948, -6.264, 6.642)
H (-2.432, 2.470, -0.830)
H (2.829, -5.015, 4.434)
H (3.086, 4.906, -5.834)
H (2.179, 3.313, 1.134)
H (4.096, 6.332, -6.124)
H (-3.685, -4.217, -0.517)
H (0.744, -1.410, -1.854)
H (4.642, -1.866, 2.926)
H (0.026, -5.994, 5.129)
H (-2.450, -4.290, 1.659)
H (3.066, -2.558, 3.292)
H (3.633, -2.852, 5.433)
H (-0.510, -7.002, 7.370)
H (-3.074, -5.244, 3.888)
H (-3.652, -0.992, -3.746)
H (4.167, -3.719, 6.868)
H (-1.582, -2.902, -2.097)
H (-5.291, -1.698, -1.263)
H (0.895, 5.373, -4.799)
H (-4.101, 3.735, -5.388)
H (-4.862, 0.060, -2.973)
H (1.515, -4.150, -1.760)
H (3.673, -2.578, 1.627)
H (3.765, 0.274, 3.837)
H (-0.279, 4.930, 1.508)
H (-4.483, -4.503, 3.100)
H (-1.718, 0.164, -3.260)
H (2.327, -0.307, -2.929)
H (-1.259, 7.643, 2.044)
H (-1.410, -0.795, 0.151)
H (3.028, 3.744, -3.204)
H (4.407, 1.715, -1.922)
H (-1.471, 5.272, -5.066)
H (3.365, 0.651, -1.002)
H (1.754, 2.646, -3.764)
H (-0.755, 3.039, 1.104)
H (2.826, 3.062, -0.940)
H (4.956, -4.025, 5.310)

Record 4
Formula: C31H76N5Na2O13
Source: the OMol25 dataset
Level of theory: ωB97M-V with the def2-TZVPD basis set

Calculated values
Total charge   +1
E_LUMO   -0.1888 hartree
Energy relative to the best compared isomer or geometry (same formula, charge and spin)   6.280 eV

Element x y z (Å)
Na (4.653, -0.879, -1.559)
Na (1.935, 1.006, -2.401)
O (-3.036, -0.280, 1.197)
O (1.729, 3.362, -2.043)
O (4.846, -7.219, -5.357)
O (4.419, 3.612, 2.739)
O (0.915, -1.269, 5.491)
O (0.331, -3.381, -3.006)
O (-4.673, 3.130, -0.745)
O (-6.395, -1.365, -1.927)
O (4.022, 9.483, 0.089)
O (2.774, -0.014, -0.245)
O (0.628, 0.172, -0.389)
O (1.608, -0.648, 1.433)
O (-2.485, -5.113, 3.450)
N (-4.497, -2.605, 0.376)
N (3.695, 7.291, 2.961)
N (-1.209, 2.062, -1.309)
N (0.301, -4.375, 3.257)
N (2.007, -4.890, -5.039)
C (1.028, 0.081, 5.120)
C (6.095, -7.481, -4.810)
C (3.758, 2.909, 1.632)
C (0.706, -2.070, 4.242)
C (2.931, -5.884, -5.647)
C (4.093, 6.072, 2.263)
C (3.016, 3.854, -2.030)
C (-2.162, 0.311, 2.148)
C (-3.804, -1.665, -0.476)
C (0.825, 3.528, -0.934)
C (0.290, -3.511, 4.481)
C (-0.713, -3.987, 2.236)
C (-2.702, 2.038, -1.483)
C (3.897, 4.815, 3.148)
C (1.172, -5.527, -4.072)
C (4.203, -5.972, -4.887)
C (0.974, -3.644, -1.775)
C (4.092, 8.524, 2.204)
C (3.282, 8.687, 0.939)
C (-3.720, -5.168, 4.133)
C (-2.151, -3.855, 2.795)
C (1.668, -0.210, 0.208)
C (-0.604, 3.383, -1.503)
C (-5.816, -3.009, -0.175)
C (-6.789, -1.861, -0.645)
C (3.230, 9.824, -1.124)
C (-2.473, -1.105, 0.180)
C (-7.456, -0.765, -2.665)
C (-5.776, 3.456, 0.123)
C (0.006, -4.611, -3.628)
C (-3.432, 2.659, -0.290)
H (-2.102, -3.003, 3.473)
H (2.296, 9.078, 1.190)
H (4.830, -5.154, -5.242)
H (-6.301, -3.633, 0.575)
H (2.172, 10.067, -1.028)
H (6.849, -6.710, -4.969)
H (2.512, -6.884, -5.537)
H (-0.860, -4.648, 1.382)
H (1.046, 0.695, 6.020)
H (-4.828, -2.169, 1.224)
H (2.952, 7.721, 0.556)
H (6.113, -7.504, -3.721)
H (-0.646, -4.166, -4.380)
H (-0.844, 1.240, -0.851)
H (-3.091, 2.551, -2.363)
H (1.629, -2.053, 3.661)
H (-5.510, 4.076, 0.979)
H (1.106, -3.837, 5.125)
H (4.335, 5.007, 4.128)
H (1.227, -2.733, -1.233)
H (-2.878, 3.318, 0.379)
H (0.872, 4.505, -0.455)
H (0.045, -1.630, 3.496)
H (2.678, 3.054, 1.669)
H (0.859, 2.911, -0.036)
H (0.771, -6.464, -4.458)
H (-0.825, -5.090, -3.112)
H (-5.498, -3.585, -1.045)
H (3.910, 9.403, 2.822)
H (3.183, 8.983, -1.816)
H (2.566, -0.638, 1.494)
H (-6.466, 3.854, -0.621)
H (4.069, -5.822, -3.816)
H (1.993, 0.189, 4.626)
H (0.484, -4.336, -1.090)
H (-1.883, -1.922, 0.594)
H (-3.679, 1.794, 0.325)
H (3.952, 1.850, 1.802)
H (-4.298, -0.759, -0.826)
H (-2.806, -3.584, 1.966)
H (3.699, 10.712, -1.548)
H (-7.689, 0.266, -2.397)
H (3.248, -5.698, -6.673)
H (2.866, 4.727, 3.489)
H (-1.898, -0.408, -0.430)
H (-1.232, 0.734, 1.769)
H (3.820, 3.136, -1.872)
H (-0.597, -3.519, 5.114)
H (-0.051, -5.278, 3.541)
H (1.777, -5.837, -3.220)
H (4.192, 2.988, 0.636)
H (5.177, 6.072, 2.149)
H (-3.948, -6.224, 4.282)
H (5.169, 8.463, 2.048)
H (-7.735, -2.391, -0.749)
H (-1.859, -0.380, 2.935)
H (-3.028, 0.999, -1.544)
H (3.186, 4.230, -3.039)
H (-3.520, -2.183, -1.392)
H (-3.783, -4.604, 5.063)
H (1.976, -3.970, -2.055)
H (-6.408, 2.628, 0.446)
H (-2.765, 1.154, 2.486)
H (3.133, 4.475, -1.141)
H (3.580, 5.872, 1.322)
H (-0.630, 3.625, -2.566)
H (1.597, -4.237, -5.691)
H (-6.847, -1.073, 0.107)
H (-4.611, -4.820, 3.611)
H (4.112, 7.510, 3.854)
H (-0.207, -3.138, 1.776)
H (-1.012, 4.139, -0.833)
H (0.193, 0.380, 4.485)
H (-8.403, -1.277, -2.841)
H (6.397, -8.497, -5.064)
H (-7.065, -0.442, -3.630)